Density functional theory data (ωB97M-V with the def2-TZVPD basis set) for a molecular structure, C45H114CrN5O15 in a non-equilibrium geometry.

XYZ file:
```
180
Properties=species:S:1:pos:R:3:forces:R:3:lowdin_charge:R:1
Cr -1.942 3.890 -2.131 0.449 -1.981 1.256 0.9522
C -0.926 0.427 0.574 -0.538 0.310 -2.058 -0.0275
C -0.890 0.961 -0.914 1.731 0.674 0.532 -0.5556
C -0.991 -0.116 -1.976 -1.297 -0.825 0.662 -0.0542
O -1.748 2.038 -1.110 -0.808 0.084 0.008 -0.3185
H -0.208 -0.376 0.740 0.027 -0.004 -0.035 0.0630
H -1.938 0.028 0.642 -0.099 -0.011 0.837 0.0550
H -0.713 1.263 1.240 -0.332 -0.136 -0.011 0.0592
H 0.139 1.303 -1.021 0.536 0.476 0.002 0.0908
H -1.997 -0.528 -1.901 -0.419 0.001 -0.371 0.0579
H -0.381 -0.994 -1.766 0.510 0.181 -0.079 0.0704
H -0.848 0.222 -3.003 0.184 0.175 0.064 0.0561
C 1.423 -1.904 3.194 0.186 0.641 0.050 -0.0931
O 2.770 -2.038 2.748 -0.468 -0.602 0.678 -0.2036
C 3.651 -2.553 3.759 0.808 1.103 -1.138 -0.2068
C 5.036 -2.643 3.102 -1.877 -0.651 0.945 -0.2105
N 5.899 -3.221 4.134 -1.074 -0.344 -1.668 -0.0783
C 7.155 -3.458 3.517 3.030 -0.426 2.838 -0.2088
C 8.037 -4.228 4.606 1.757 -0.374 -2.261 -0.1417
O 9.384 -4.420 4.021 -1.126 0.302 -0.369 -0.2254
C 10.188 -5.378 4.658 -0.036 -0.096 0.071 -0.1395
H 1.081 -2.690 3.867 0.306 -0.155 0.151 0.0920
H 0.709 -1.891 2.370 0.360 -0.128 -0.426 0.0654
H 1.333 -0.932 3.678 -0.219 0.034 0.421 0.0715
H 3.323 -3.510 4.165 -0.023 -0.117 -0.244 0.1255
H 3.850 -1.880 4.593 -0.898 0.461 0.341 0.1171
H 5.368 -1.699 2.671 0.041 0.452 0.309 0.1168
H 4.856 -3.272 2.230 0.705 -0.606 0.138 0.1066
H 6.029 -2.594 4.916 -0.196 0.221 -0.024 0.1172
H 7.700 -2.516 3.450 0.212 0.229 -0.870 0.1143
H 7.112 -3.957 2.550 -0.082 -0.179 0.328 0.1260
H 7.619 -5.211 4.821 -0.177 0.028 0.184 0.1092
H 8.261 -3.663 5.511 -0.850 0.229 0.185 0.1167
H 10.669 -4.988 5.554 -0.272 0.025 0.440 0.0808
H 11.024 -5.678 4.026 -0.211 0.188 -0.432 0.0833
H 9.602 -6.273 4.865 0.046 -0.172 0.308 0.0808
C 7.089 3.350 -3.664 0.702 -0.263 0.196 -0.1135
O 6.038 2.693 -3.002 -0.693 0.209 0.837 -0.2067
C 5.331 1.656 -3.686 0.174 0.890 0.230 -0.1817
C 3.981 1.411 -2.983 0.640 -0.827 1.112 -0.1634
N 4.172 1.150 -1.517 -0.348 0.115 -0.511 -0.0544
C 2.905 1.068 -0.748 0.807 1.353 0.653 -0.1758
C 3.131 0.893 0.778 0.427 -1.196 -0.605 -0.2090
O 3.676 2.046 1.370 0.114 -0.002 0.099 -0.1813
C 4.238 1.823 2.662 0.952 1.539 -0.169 -0.0958
H 7.513 4.133 -3.035 -0.433 -0.057 0.414 0.0868
H 6.824 3.863 -4.589 -0.342 -0.352 -0.317 0.0845
H 7.923 2.662 -3.805 0.049 -0.156 -0.489 0.0901
H 5.902 0.728 -3.713 0.166 -0.059 0.099 0.1279
H 5.219 2.040 -4.700 -0.510 -0.438 -0.339 0.1166
H 3.576 0.465 -3.343 -0.159 0.074 -0.533 0.1090
H 3.258 2.201 -3.184 -0.013 0.330 -0.018 0.0871
H 4.739 1.901 -1.150 0.189 0.027 0.237 0.1073
H 2.283 0.287 -1.184 -0.176 -0.026 0.236 0.1079
H 2.418 2.043 -0.793 -0.718 0.148 -0.475 0.0846
H 3.801 0.038 0.864 0.329 -0.136 0.322 0.1163
H 2.246 0.639 1.361 -0.495 -0.237 -0.517 0.0953
H 5.237 1.388 2.618 -0.170 -0.808 -0.266 0.0885
H 3.631 1.375 3.449 -0.416 -0.407 -0.490 0.0832
H 4.492 2.826 3.005 -0.306 0.190 0.180 0.0858
C 0.893 5.001 -0.610 -0.510 -0.534 0.023 0.0035
O 0.123 4.620 -1.809 0.223 0.314 0.694 -0.2720
C 1.006 4.329 -2.903 0.284 -0.075 -0.177 -0.1710
C 0.199 4.146 -4.183 0.243 0.090 0.327 -0.1505
N -0.855 3.142 -3.971 -0.913 1.173 -0.011 -0.0902
C -1.920 3.288 -4.967 -1.219 0.084 0.440 -0.1712
C -3.183 2.523 -4.492 1.178 1.225 -0.528 -0.1467
O -3.657 3.144 -3.260 -0.288 -1.042 -0.619 -0.2707
C -4.762 2.346 -2.704 0.221 0.492 0.395 -0.0170
H 0.245 5.040 0.266 -0.472 0.302 -0.452 0.0845
H 1.398 5.954 -0.765 -0.097 -0.067 -0.130 0.1056
H 1.600 4.225 -0.318 0.242 -0.123 -0.573 0.0903
H 1.584 3.434 -2.672 -0.057 -0.138 0.113 0.1036
H 1.707 5.159 -2.990 0.064 0.046 -0.234 0.1391
H 0.795 3.872 -5.053 0.472 0.060 0.175 0.1414
H -0.258 5.103 -4.436 -0.255 0.001 0.062 0.1299
H -0.512 2.213 -4.168 0.447 -0.292 0.928 0.1314
H -1.596 2.984 -5.963 -0.138 -0.272 -0.089 0.1407
H -2.192 4.340 -5.045 0.008 0.145 0.029 0.1266
H -2.911 1.477 -4.346 -0.396 -0.137 0.225 0.1209
H -3.890 2.672 -5.308 -0.485 -0.390 0.298 0.1393
H -5.023 2.758 -1.729 0.236 0.117 -0.095 0.0880
H -4.465 1.308 -2.556 0.238 0.070 -0.149 0.0957
H -5.647 2.401 -3.338 0.229 0.097 -0.271 0.1032
C -2.763 -5.171 -9.839 0.070 -1.151 0.035 -0.1353
O -2.906 -4.398 -8.692 -0.542 1.527 0.107 -0.2008
C -3.655 -3.185 -8.920 0.708 0.180 1.482 -0.1953
C -3.838 -2.490 -7.519 0.262 -0.644 -2.231 -0.1920
N -2.515 -2.039 -7.005 -1.523 -0.310 -0.080 -0.0614
C -2.598 -1.655 -5.578 -0.196 -1.743 -0.703 -0.1742
C -2.844 -2.900 -4.588 -0.454 2.066 -0.645 -0.1852
O -4.258 -3.098 -4.542 0.026 -0.810 1.109 -0.2249
C -4.643 -3.895 -3.374 0.746 0.908 -1.036 -0.0614
H -2.246 -6.076 -9.523 0.145 -0.005 -0.096 0.0891
H -2.184 -4.716 -10.643 -0.040 0.335 -0.041 0.0894
H -3.737 -5.503 -10.197 -0.184 0.143 -0.328 0.0870
H -4.605 -3.368 -9.424 -0.308 -0.385 0.311 0.1152
H -3.133 -2.496 -9.584 0.505 -0.026 -0.085 0.1145
H -4.392 -3.205 -6.911 0.210 0.108 0.401 0.1058
H -4.501 -1.662 -7.768 0.066 0.409 0.501 0.1103
H -1.934 -2.851 -7.160 0.520 -0.023 0.312 0.0896
H -3.469 -1.001 -5.553 -0.067 0.026 0.535 0.0995
H -1.713 -1.047 -5.386 0.162 -0.305 0.566 0.0895
H -2.477 -2.645 -3.594 0.094 0.112 0.283 0.0905
H -2.319 -3.801 -4.908 0.033 -0.077 -0.301 0.1216
H -5.676 -4.216 -3.509 0.232 -0.058 -0.014 0.0925
H -4.538 -3.288 -2.475 -0.164 0.180 0.098 0.0578
H -3.938 -4.719 -3.259 -0.260 -0.374 -0.121 0.0857
C 0.584 2.015 3.604 -0.601 -1.242 -0.813 -0.0882
O -0.034 1.196 4.594 -0.374 1.265 1.143 -0.1954
C -1.316 0.692 4.220 0.374 -0.953 -0.035 -0.2074
C -1.886 -0.216 5.347 0.941 1.433 0.343 -0.1767
N -2.055 0.642 6.545 0.079 -0.748 0.601 -0.0533
C -2.010 -0.146 7.802 -0.069 0.453 -0.084 -0.1967
C -1.911 0.760 9.054 -0.601 0.106 -1.182 -0.2278
O -0.690 1.456 8.981 1.072 0.021 1.011 -0.1993
C -0.459 2.334 10.097 -0.154 0.194 -0.402 -0.0934
H -0.097 2.642 3.029 -0.579 0.124 0.260 0.0661
H 0.922 1.258 2.895 0.754 0.436 -0.494 0.0524
H 1.381 2.684 3.929 0.008 -0.554 0.651 0.0956
H -1.127 0.143 3.298 -0.431 -0.471 -0.181 0.0906
H -2.039 1.471 3.980 0.028 0.441 0.166 0.1131
H -1.181 -1.012 5.585 0.263 -0.259 -0.278 0.1073
H -2.825 -0.685 5.055 -0.105 0.197 -0.100 0.1128
H -1.217 1.198 6.634 0.176 0.432 -0.431 0.0836
H -1.128 -0.784 7.856 0.418 -0.158 -0.202 0.1104
H -2.845 -0.847 7.793 -0.328 0.263 0.458 0.1158
H -1.996 0.142 9.948 0.063 0.024 0.206 0.1197
H -2.667 1.545 9.037 -0.680 -0.291 0.122 0.1201
H -0.844 2.002 11.061 -0.176 -0.626 -0.109 0.0826
H -0.934 3.300 9.923 -0.086 0.155 -0.199 0.0823
H 0.607 2.509 10.241 0.015 -0.208 -0.374 0.0845
C -2.281 -2.788 0.129 -0.059 0.482 0.608 -0.0570
C -3.251 -3.234 1.216 -0.265 -1.487 -0.295 -0.4712
C -4.568 -3.793 0.647 -0.179 0.436 0.076 -0.0508
O -2.719 -4.291 2.004 0.679 -0.095 0.435 -0.0563
H -1.312 -2.580 0.582 0.020 0.178 0.056 0.0689
H -2.684 -1.857 -0.270 0.197 -0.047 -0.345 0.0507
H -2.083 -3.498 -0.674 -0.449 -0.216 -0.019 0.0856
H -3.371 -2.456 1.970 -0.347 0.375 -0.360 0.1315
H -4.978 -3.193 -0.165 -0.079 0.105 0.011 0.0549
H -5.332 -3.931 1.413 0.056 0.320 0.143 0.0796
H -4.412 -4.807 0.279 0.334 0.049 -0.262 0.0813
H -2.323 -4.932 1.409 0.033 -0.205 -0.022 0.0860
C 2.306 -2.787 -2.389 0.785 -0.611 0.916 -0.0403
C 3.368 -2.678 -1.204 -0.113 0.110 -0.582 -0.4450
C 4.132 -3.980 -0.794 -1.732 0.318 -1.220 -0.0360
O 4.374 -1.780 -1.641 0.395 -0.404 -0.004 -0.0700
H 1.350 -3.240 -2.128 0.143 -0.476 0.282 0.0585
H 2.786 -3.353 -3.188 -0.177 -0.013 -0.146 0.0726
H 2.002 -1.820 -2.791 0.485 0.345 0.167 0.0456
H 2.853 -2.297 -0.322 -0.025 0.213 0.252 0.1094
H 3.395 -4.659 -0.365 0.126 -0.104 0.342 0.0750
H 4.979 -3.829 -0.126 -0.226 0.262 -0.148 0.0667
H 4.431 -4.458 -1.727 0.479 -0.030 0.059 0.0733
H 4.105 -0.859 -1.598 0.089 0.372 0.187 0.0146
C -4.562 5.731 1.114 -0.425 0.506 0.168 -0.0324
C -3.119 5.364 0.810 0.643 -0.857 2.179 -0.4090
C -2.412 4.666 2.048 -0.815 1.996 -0.433 -0.0164
O -3.060 4.427 -0.256 0.613 0.900 -2.056 -0.1312
H -5.194 4.847 1.200 0.055 -0.107 -0.478 0.0763
H -4.951 6.457 0.400 -0.130 -0.421 -0.450 0.0831
H -4.758 6.247 2.054 0.760 0.003 0.322 0.0878
H -2.514 6.243 0.588 -0.109 -0.035 -0.398 0.1385
H -2.994 3.887 2.541 0.112 -0.171 -0.475 0.0633
H -2.391 5.504 2.745 0.414 -0.159 0.463 0.0844
H -1.390 4.379 1.802 -0.161 -0.224 0.034 0.0590
H -3.301 3.609 0.186 -0.368 -1.021 0.058 0.0221
C -5.442 2.030 2.612 -0.184 -0.502 -0.766 -0.0364
C -4.655 1.226 1.559 -0.746 0.597 0.140 -0.4278
C -5.556 0.329 0.705 -0.158 0.045 0.649 -0.0404
O -4.060 2.214 0.682 -0.311 -0.451 0.800 -0.0976
H -4.836 2.761 3.148 0.124 -0.261 0.031 0.0684
H -5.929 1.343 3.305 0.106 0.087 0.148 0.0880
H -6.231 2.573 2.091 -0.099 0.120 0.012 0.0782
H -3.939 0.606 2.099 0.615 0.165 -0.268 0.1207
H -6.405 0.933 0.386 0.048 -0.082 -0.439 0.0839
H -5.970 -0.509 1.266 0.035 0.029 0.293 0.0819
H -5.020 -0.131 -0.125 0.064 0.297 -0.190 0.0691
H -3.366 1.814 0.154 0.781 -0.510 -0.639 0.0442
```
Positions in Å, forces in eV/Å.

The HOMO energy (spin up / spin down) comes out at -10.2 / -10.2 eV. The gap between HOMO and LUMO (spin up / spin down) comes out at 0.2904 / 0.2772 Ha. Its spin multiplicity is 5. Its net charge is +1. As for the electronic energy: -4229.2802 Eh.

---

Density functional theory data (ωB97M-V with the def2-TZVPD basis set) for 2 unconnected molecules or ions with the total composition C5H8N in a non-equilibrium geometry.

XYZ file:
```
14
Properties=species:S:1:pos:R:3:forces:R:3:lowdin_charge:R:1
C 1.758 0.295 -2.977 -0.574 0.076 0.369 0.0468
C 0.577 0.404 -2.814 0.411 -0.101 -0.343 -0.0208
C -0.468 -2.275 0.920 -0.070 -0.786 0.096 0.1757
C -0.254 0.137 0.404 0.284 0.716 -0.865 -0.0545
C -0.471 1.265 1.322 -0.101 0.168 0.554 0.0048
N -0.375 -1.067 0.679 -0.064 0.005 0.134 0.1095
H 2.800 0.214 -3.073 0.626 -0.053 -0.121 0.0273
H -0.472 0.484 -2.818 -0.545 0.090 -0.044 0.0268
H 0.377 -2.829 1.311 0.175 0.076 0.054 0.1299
H -1.393 -2.807 0.733 -0.182 0.074 -0.029 0.1292
H 0.079 0.359 -0.623 0.056 -0.214 0.284 0.1027
H 0.479 1.454 1.831 0.026 0.021 -0.014 0.1171
H -1.219 1.049 2.083 0.020 0.000 -0.032 0.1042
H -0.721 2.168 0.771 -0.064 -0.072 -0.043 0.1013
```
Positions in Å, forces in eV/Å.

For the energy above the lowest of the compared OMol25 structures with the same formula, charge and spin, the calculation gives 370.08 kJ/mol. The HOMO energy comes out at -14.3 eV. The gap between HOMO and LUMO comes out at 0.3532 Ha. Its net charge is +1. As for the electronic energy: -249.6842 Eh.

---

Density functional theory data (ωB97M-V with the def2-TZVPD basis set) for a gas-phase ion, C8H11N2O (charge +1) in a non-equilibrium geometry.

XYZ file:
```
22
Properties=species:S:1:pos:R:3:forces:R:3:lowdin_charge:R:1
C -1.107 -1.658 0.435 0.572 -0.788 -0.507 -0.1427
C -0.380 1.229 1.376 2.222 0.395 0.620 -0.0526
C -1.600 1.257 0.820 -0.388 -1.167 -1.029 -0.0268
C 1.025 0.646 1.089 -0.476 1.011 -2.286 -0.1006
C -1.320 -0.688 -0.690 2.820 -0.481 3.920 -0.1734
C 1.377 -0.065 -0.182 -3.087 0.295 0.562 -0.1093
C 2.664 -0.626 -0.489 1.202 -1.604 -1.894 -0.0093
C 0.235 -0.303 -1.154 -0.808 1.487 -0.620 -0.0041
N -0.741 -2.319 1.306 -0.299 0.364 -0.346 0.2029
N -2.101 0.328 -0.105 2.849 1.774 1.435 -0.2085
O -3.310 0.478 -0.642 -2.164 0.544 -0.500 0.0779
H -0.259 1.876 2.249 -0.283 0.048 -0.432 0.1127
H -2.278 2.035 1.167 -0.256 -0.618 -0.124 0.1468
H 1.843 1.422 1.260 -0.948 -0.136 -0.639 0.1840
H 1.407 0.079 1.893 0.179 -1.537 1.270 0.1392
H -1.879 -1.090 -1.473 -0.380 -0.984 -1.489 0.1373
H 2.643 -1.651 -0.022 -0.143 0.459 -0.239 0.1585
H 3.548 -0.166 -0.097 0.182 0.582 0.680 0.0977
H 2.918 -0.835 -1.604 -0.994 0.430 1.760 0.1502
H -0.050 0.714 -1.566 0.913 -0.560 0.252 0.1775
H -3.175 0.259 -1.563 -0.604 0.433 -0.752 0.1143
H 0.540 -0.923 -2.006 -0.108 0.052 0.359 0.1282
```
Positions in Å, forces in eV/Å.

For the energy above the lowest of the compared OMol25 structures with the same formula, charge and spin, the calculation gives 669.19 kJ/mol. The HOMO energy (spin up / spin down) comes out at -12.2 / -12.2 eV. The gap between HOMO and LUMO (spin up / spin down) comes out at 0.2222 / 0.2222 Ha. Its net charge is +1. As for the electronic energy: -495.7277 Eh.

---

Density functional theory data (ωB97M-V with the def2-TZVPD basis set) for 2 unconnected molecules or ions with the total composition C3H11NO2 in a non-equilibrium geometry.

XYZ file:
```
17
Properties=species:S:1:pos:R:3:forces:R:3:lowdin_charge:R:1
N 2.249 1.201 0.738 -0.971 -0.331 -0.257 -0.0119
C 0.920 0.974 0.104 0.187 0.867 0.070 -0.2884
C -0.255 0.908 1.076 0.763 -0.014 -0.144 -0.1990
C -1.587 0.679 0.366 -0.658 0.729 0.586 -0.2585
O -2.335 -0.356 1.002 0.137 -0.446 -0.232 -0.0751
H 2.873 0.432 0.552 0.053 -0.090 0.475 0.0525
H 2.085 1.357 1.726 0.533 -0.346 -0.008 0.0514
H 0.804 1.879 -0.487 -0.527 -0.076 -0.547 0.0986
H 0.845 0.114 -0.562 0.530 -0.066 0.037 0.1110
H -0.174 1.787 1.725 -0.602 0.182 -0.195 0.1110
H -0.155 0.080 1.754 0.303 -0.679 0.257 0.1022
H -1.481 0.375 -0.675 0.319 -0.016 0.016 0.1154
H -2.169 1.607 0.370 -0.011 -0.062 -0.163 0.1158
H -3.019 -0.015 1.574 -0.061 0.333 0.099 0.0756
O 0.366 -3.360 -2.892 -0.114 0.138 0.138 -0.0596
H -0.093 -4.206 -2.899 0.107 0.008 -0.070 0.0313
H 1.127 -3.455 -3.469 0.012 -0.132 -0.064 0.0278
```
Positions in Å, forces in eV/Å.

For the energy above the lowest of the compared OMol25 structures with the same formula, charge and spin, the calculation gives 79.46 kJ/mol. The HOMO energy comes out at -9.0 eV. The gap between HOMO and LUMO comes out at 0.3652 Ha. Its net charge is 0. Its SMILES is NCCCO.O. As for the electronic energy: -326.1012 Eh.